Entry 1:
{
  "formula": "C4H7N3",
  "method": "ωB97M-V with the def2-TZVPD basis set",
  "e_homo_ev": [-20.00, -20.00],
  "multiplicity": 1,
  "smiles": "C=C=[N+]=C/[NH+]=N/C",
  "relative_energy_ev": 3.176,
  "gap_ev": [7.786, 7.789],
  "charge": 2,
  "species": ["C", "C", "N", "C", "N", "N", "C", "H", "H", "H", "H", "H", "H", "H"],
  "xyz": [[2.340, 1.527, 0.015], [1.859, 0.330, -0.128], [1.630, -0.885, -0.131], [0.663, -1.711, 0.004], [-0.642, -1.265, -0.060], [-0.839, 0.008, -0.177], [-2.060, 0.494, -0.027], [1.501, 2.194, 0.093], [3.324, 2.001, 0.291], [0.669, -2.848, 0.074], [-1.358, -1.993, -0.056], [-2.323, 1.168, -0.824], [-2.832, -0.291, 0.308], [-1.932, 1.270, 0.618]]
}

=====

Entry 2:
{
  "formula": "C20H20F10IrN3SeSi",
  "method": "ωB97M-V with the def2-TZVPD basis set",
  "e_homo_ev": [-7.31, -7.31],
  "multiplicity": 1,
  "relative_energy_ev": 0.000,
  "gap_ev": [6.144, 6.143],
  "species": ["Ir", "C", "N", "C", "C", "N", "C", "C", "F", "C", "F", "C", "F", "C", "F", "C", "F", "C", "C", "N", "C", "C", "F", "C", "F", "C", "F", "C", "F", "C", "F", "H", "H", "H", "H", "H", "H", "H", "H", "H", "H", "H", "C", "Si", "C", "C", "Se", "H", "H", "H", "H", "H", "H", "H", "H", "H"],
  "xyz": [[1.095, -0.436, -0.243], [1.844, -2.886, 1.430], [2.233, -2.214, 0.176], [3.591, -1.663, 0.318], [3.550, -0.441, 1.243], [2.273, 0.272, 1.085], [2.056, 1.368, 1.931], [2.932, 2.442, 2.038], [4.052, 2.459, 1.306], [2.652, 3.539, 2.833], [3.505, 4.562, 2.884], [1.472, 3.589, 3.550], [1.195, 4.646, 4.309], [0.584, 2.530, 3.476], [-0.546, 2.557, 4.181], [0.884, 1.437, 2.688], [0.045, 0.400, 2.706], [2.011, -3.079, -1.000], [0.529, -3.029, -1.319], [0.091, -1.622, -1.380], [-1.056, -1.440, -2.175], [-2.257, -2.086, -1.902], [-2.366, -2.804, -0.776], [-3.343, -2.016, -2.754], [-4.480, -2.642, -2.451], [-3.248, -1.272, -3.916], [-4.292, -1.178, -4.733], [-2.070, -0.605, -4.210], [-1.985, 0.119, -5.325], [-0.988, -0.695, -3.353], [0.148, -0.102, -3.699], [2.549, -3.693, 1.656], [0.843, -3.298, 1.337], [1.833, -2.167, 2.245], [3.925, -1.353, -0.672], [4.283, -2.419, 0.705], [4.364, 0.220, 0.943], [3.722, -0.708, 2.291], [2.352, -4.103, -0.816], [2.580, -2.650, -1.826], [-0.033, -3.545, -0.536], [0.317, -3.552, -2.255], [-3.371, 1.466, -1.512], [-2.177, 1.854, -0.120], [-2.357, 3.675, 0.289], [-2.644, 0.801, 1.358], [0.016, 1.677, -0.722], [-4.328, 1.958, -1.319], [-3.560, 0.396, -1.590], [-2.993, 1.832, -2.468], [-3.385, 3.906, 0.582], [-2.105, 4.291, -0.576], [-1.694, 3.958, 1.108], [-3.696, 0.963, 1.609], [-2.044, 1.042, 2.235], [-2.510, -0.261, 1.138]]
}

=====

Entry 3:
{
  "formula": "C38H36F48O12",
  "method": "ωB97M-V with the def2-TZVPD basis set",
  "e_homo_ev": -10.15,
  "multiplicity": 1,
  "smiles": "FC(F)C(F)(F)COC(F)(F)C(F)F.FC(F)C(F)(F)COC(F)(F)C(F)F.FC(F)C(F)(F)COC(F)(F)C(F)F.FC(F)C(F)(F)COC(F)(F)C(F)F.FC(F)C(F)(F)COC(F)(F)C(F)F.FC(F)C(F)(F)COC(F)(F)C(F)F.C[C@H]1COC(=O)O1.C[C@H]1COC(=O)O1",
  "relative_energy_ev": 5.155,
  "gap_ev": 10.047,
  "species": ["F", "C", "F", "C", "F", "F", "C", "O", "C", "F", "F", "C", "F", "F", "H", "H", "H", "H", "F", "C", "F", "C", "F", "F", "C", "O", "C", "F", "F", "C", "F", "F", "H", "H", "H", "H", "F", "C", "F", "C", "F", "F", "C", "O", "C", "F", "F", "C", "F", "F", "H", "H", "H", "H", "F", "C", "F", "C", "F", "F", "C", "O", "C", "F", "F", "C", "F", "F", "H", "H", "H", "H", "F", "C", "F", "C", "F", "F", "C", "O", "C", "F", "F", "C", "F", "F", "H", "H", "H", "H", "F", "C", "F", "C", "F", "F", "C", "O", "C", "F", "F", "C", "F", "F", "H", "H", "H", "H", "C", "C", "C", "O", "C", "O", "O", "H", "H", "H", "H", "H", "H", "C", "C", "C", "O", "C", "O", "O", "H", "H", "H", "H", "H", "H"],
  "xyz": [[14.688, 21.795, 3.452], [14.170, 22.670, 2.611], [14.794, 22.353, 1.510], [12.638, 22.611, 2.502], [12.320, 23.457, 1.524], [12.066, 23.122, 3.596], [12.070, 21.202, 2.363], [10.632, 21.192, 2.328], [9.894, 20.579, 3.340], [10.046, 19.291, 3.281], [10.334, 21.045, 4.528], [8.413, 21.047, 3.308], [7.679, 20.369, 4.214], [8.321, 22.333, 3.596], [14.566, 23.670, 2.793], [12.395, 20.647, 3.244], [12.357, 20.709, 1.434], [8.021, 20.872, 2.306], [4.798, 26.161, 13.103], [5.557, 26.357, 14.181], [5.915, 27.615, 14.124], [4.887, 26.024, 15.574], [3.775, 26.761, 15.725], [5.639, 26.255, 16.645], [4.502, 24.565, 15.632], [5.663, 23.872, 15.390], [5.602, 22.475, 15.764], [5.183, 22.298, 16.984], [4.686, 21.936, 15.028], [6.923, 21.892, 15.483], [7.900, 22.519, 16.178], [7.138, 20.591, 15.735], [6.439, 25.724, 14.079], [3.708, 24.303, 14.934], [4.093, 24.360, 16.622], [7.167, 22.080, 14.438], [4.929, 21.864, 8.680], [5.419, 21.312, 9.837], [5.253, 22.099, 10.930], [4.942, 19.862, 10.105], [5.335, 19.424, 11.307], [5.595, 19.093, 9.183], [3.476, 19.621, 9.868], [2.730, 20.584, 10.556], [1.314, 20.357, 10.568], [0.806, 20.196, 9.345], [1.092, 19.257, 11.293], [0.585, 21.549, 11.292], [-0.668, 21.119, 11.660], [1.224, 22.016, 12.395], [6.509, 21.304, 9.830], [3.140, 18.593, 10.006], [3.277, 19.837, 8.819], [0.592, 22.404, 10.616], [-2.234, 27.948, 3.755], [-2.516, 28.642, 4.882], [-3.617, 27.970, 5.314], [-1.325, 28.578, 5.900], [-1.536, 29.381, 6.889], [-0.227, 29.007, 5.360], [-0.976, 27.130, 6.483], [-0.352, 26.337, 5.479], [-0.127, 24.969, 5.864], [0.575, 24.895, 7.019], [-1.324, 24.423, 6.097], [0.577, 24.238, 4.641], [1.811, 24.703, 4.457], [0.564, 22.938, 4.744], [-2.808, 29.635, 4.542], [-1.815, 26.547, 6.863], [-0.322, 27.229, 7.349], [-0.032, 24.513, 3.780], [7.556, 8.363, 2.248], [6.778, 9.301, 1.668], [5.642, 8.978, 2.087], [7.148, 10.808, 1.759], [6.359, 11.460, 0.931], [8.415, 10.980, 1.327], [7.018, 11.333, 3.179], [8.088, 12.337, 3.397], [8.298, 12.770, 4.735], [8.860, 11.730, 5.372], [9.152, 13.819, 4.750], [6.955, 13.154, 5.459], [7.294, 13.568, 6.653], [6.241, 14.099, 4.813], [6.656, 9.056, 0.613], [7.148, 10.618, 3.991], [6.110, 11.936, 3.201], [6.304, 12.285, 5.559], [4.412, 15.233, 13.321], [3.709, 15.343, 14.407], [2.444, 15.067, 14.024], [4.285, 14.657, 15.639], [5.527, 15.182, 15.975], [4.487, 13.429, 15.331], [3.138, 14.554, 16.745], [2.599, 15.822, 17.165], [2.567, 16.193, 18.554], [2.173, 15.164, 19.206], [3.799, 16.384, 19.031], [1.575, 17.390, 18.794], [0.432, 17.127, 18.088], [1.290, 17.623, 20.058], [3.690, 16.403, 14.657], [3.455, 13.906, 17.562], [2.290, 13.969, 16.389], [1.980, 18.332, 18.424], [5.936, 30.616, 7.455], [6.343, 29.316, 6.715], [5.676, 28.022, 7.142], [4.960, 27.620, 6.062], [5.187, 28.423, 4.921], [4.678, 28.202, 3.842], [5.989, 29.462, 5.280], [4.873, 30.841, 7.362], [6.556, 31.434, 7.089], [5.999, 30.536, 8.540], [7.404, 29.088, 6.812], [5.030, 28.240, 7.993], [6.351, 27.199, 7.374], [-3.108, 21.557, 16.967], [-4.388, 20.867, 16.461], [-5.015, 20.078, 17.564], [-6.423, 20.449, 17.447], [-6.581, 21.378, 16.615], [-7.703, 21.907, 16.473], [-5.460, 21.840, 16.212], [-2.649, 22.184, 16.202], [-2.267, 20.894, 17.168], [-3.280, 22.363, 17.681], [-4.242, 20.377, 15.498], [-4.756, 20.437, 18.560], [-5.053, 18.989, 17.534]]
}

=====

Entry 4:
{
  "formula": "C4H22NO5S",
  "method": "ωB97M-V with the def2-TZVPD basis set",
  "e_homo_ev": -11.92,
  "multiplicity": 1,
  "relative_energy_ev": 2.217,
  "gap_ev": 9.267,
  "charge": 1,
  "species": ["C", "C", "C", "C", "S", "N", "H", "H", "H", "H", "H", "H", "H", "H", "H", "H", "H", "H", "H", "H", "O", "H", "H", "O", "H", "H", "O", "H", "H", "O", "H", "H", "O"],
  "xyz": [[-1.025, -2.154, -1.033], [-0.283, -1.513, 0.052], [0.573, -0.249, -0.302], [1.867, -0.353, 0.483], [2.936, -1.749, 0.554], [-1.484, -0.931, 0.843], [-0.403, -2.543, -1.865], [-1.627, -1.290, -1.511], [-1.705, -3.003, -0.901], [0.323, -2.306, 0.638], [0.766, -0.412, -1.388], [0.086, 0.705, -0.269], [1.546, -0.133, 1.618], [2.474, 0.482, 0.278], [3.517, -1.644, -0.647], [-1.814, -0.008, 0.274], [-1.151, -0.802, 1.825], [-2.071, -1.638, 0.933], [-0.806, 4.474, -0.184], [0.287, 3.456, 0.152], [-0.649, 3.540, -0.150], [-1.875, 2.207, 0.144], [-3.177, 1.667, 0.583], [-2.313, 1.434, 0.584], [-1.124, 1.463, -1.909], [-0.760, 0.809, -3.317], [-0.499, 0.820, -2.418], [1.690, 4.094, -1.424], [3.033, 3.683, -1.083], [2.335, 4.225, -0.713], [-3.142, -2.886, 2.842], [-3.732, -3.431, 1.536], [-3.088, -2.873, 1.910]]
}